{"formula": "C37H76F3HgN4O7S", "method": "ωB97M-V/def2-TZVPD", "species": ["H", "C", "H", "H", "H", "H", "H", "C", "C", "H", "O", "H", "C", "C", "C", "O", "H", "O", "H", "H", "H", "H", "C", "H", "F", "H", "H", "H", "N", "O", "C", "H", "C", "H", "H", "H", "H", "H", "H", "H", "H", "C", "C", "N", "H", "H", "H", "C", "H", "H", "O", "H", "H", "F", "C", "H", "C", "H", "C", "H", "H", "H", "H", "C", "H", "H", "H", "C", "H", "C", "H", "H", "C", "H", "H", "H", "H", "H", "C", "N", "H", "H", "H", "S", "H", "C", "H", "C", "H", "H", "H", "C", "C", "H", "C", "O", "H", "H", "H", "C", "Hg", "C", "H", "C", "O", "H", "H", "F", "H", "H", "C", "H", "C", "H", "H", "C", "H", "H", "N", "C", "C", "H", "H", "C", "C", "C", "H", "C", "H"], "positions_angstrom": [[-6.159, -3.927, 1.887], [-4.869, 4.859, 5.497], [11.344, 2.272, -5.956], [-7.272, -5.725, 3.027], [-4.751, 6.795, 4.601], [7.148, 4.139, -4.359], [1.432, 0.389, -6.450], [-5.639, -3.634, 2.798], [-2.649, -6.371, 4.431], [9.049, 0.835, -2.575], [-5.953, 2.960, 4.426], [11.426, 1.579, -2.383], [-5.374, 5.901, 4.589], [-6.890, 4.403, 7.889], [1.426, -0.670, -6.711], [1.055, -1.024, 1.277], [-7.837, 2.002, 5.770], [-5.021, -3.823, 5.693], [-6.451, -3.149, 3.340], [7.746, 2.191, -4.846], [-2.058, -3.013, -5.446], [-5.636, -4.450, 6.080], [9.717, 3.272, -1.146], [-0.821, -0.582, -6.060], [3.120, 1.035, 1.024], [3.099, -2.542, -9.492], [-4.661, -7.728, 5.615], [-6.242, 3.647, 8.331], [-0.289, -2.320, -8.329], [-0.907, -3.346, -9.152], [-0.417, -2.537, -6.876], [2.397, -0.249, -8.739], [-3.598, -5.754, 5.484], [-3.813, -7.109, 7.058], [-6.588, 6.608, 7.445], [1.318, -3.749, -6.212], [-4.809, -2.945, 2.637], [1.488, -0.882, -10.743], [-6.997, 1.739, 7.278], [-7.895, 4.417, 8.312], [8.737, 3.458, -5.577], [10.507, 1.671, -5.599], [8.619, 2.826, -4.696], [10.730, 2.812, -3.388], [-9.190, 4.196, 6.030], [-2.683, -7.255, 2.515], [7.388, 3.239, -2.952], [0.238, -3.765, -6.357], [-2.092, -4.244, 6.277], [-2.935, -4.966, 7.575], [0.733, -0.021, 3.498], [-2.228, -7.294, 4.828], [-3.432, -4.834, 2.191], [2.110, 2.604, 2.070], [7.950, 3.705, -3.761], [-0.178, -4.202, -5.449], [-3.432, 4.555, 5.271], [0.211, -1.335, -5.054], [-6.421, -5.844, 3.697], [-6.465, 3.568, 3.889], [8.299, 4.899, -2.221], [-3.176, 4.284, 4.247], [-4.585, -5.655, 1.513], [-4.793, 5.473, 6.981], [0.245, -4.712, -6.897], [-1.673, -2.924, -9.549], [9.162, 5.511, -3.618], [10.208, 3.844, -2.469], [-3.232, 3.676, 5.883], [-5.126, -4.953, 3.454], [-6.844, -5.779, 4.699], [-4.012, -7.572, 3.434], [1.473, -0.557, -8.250], [2.384, -3.130, -7.903], [0.795, -2.448, -11.193], [8.837, 2.635, -1.240], [-5.392, 5.436, 3.603], [-2.776, 5.382, 5.544], [11.221, 4.907, -2.225], [-5.814, 3.692, 5.622], [-6.402, 6.237, 4.719], [12.111, 4.604, -1.674], [-4.261, 4.760, 7.610], [0.714, 0.181, 2.027], [-0.085, -0.908, -10.673], [1.021, -1.907, -8.950], [0.689, 0.163, -8.485], [-7.086, 3.799, 6.492], [-2.498, -1.748, -6.459], [-8.558, 2.404, 7.412], [10.835, 5.818, -1.767], [-2.549, -5.186, 6.580], [8.941, 4.607, -3.051], [10.346, 0.015, -3.223], [-4.381, -6.832, 6.169], [11.892, 2.163, -2.985], [9.679, 3.924, -0.273], [-2.428, -3.228, -7.294], [9.809, 1.572, -6.431], [-7.680, 2.416, 6.766], [-3.191, -0.192, 5.069], [-1.945, -2.688, -6.480], [2.043, -3.894, -9.390], [1.912, 1.585, 1.214], [-0.671, 0.523, 1.649], [-6.424, -6.870, 3.329], [-5.792, 6.133, 8.809], [1.407, 1.998, 0.072], [-5.317, -6.478, 6.601], [-4.116, 6.321, 6.871], [-4.160, -5.578, 2.514], [8.742, 0.139, -4.166], [0.723, -1.617, -10.491], [-1.778, -5.946, 6.709], [11.657, 5.219, -3.174], [-6.031, 5.748, 7.817], [-8.050, 4.476, 4.708], [10.958, 0.679, -5.583], [-4.398, -4.661, 4.770], [2.223, -2.909, -8.959], [9.498, 0.620, -3.544], [-8.205, 5.681, 6.032], [2.353, -0.966, -6.221], [-8.220, 4.622, 5.775], [0.017, -1.276, -6.125], [-3.376, -6.727, 3.170], [10.488, 2.575, -0.818], [9.825, 1.984, -4.180], [-1.819, -5.758, 4.080]], "lowdin_charge": [0.09, -0.51, 0.08, 0.08, 0.11, 0.13, 0.09, -0.03, -0.16, 0.07, -0.01, 0.08, -0.03, -0.11, -0.14, -0.24, 0.08, -0.01, 0.08, 0.13, 0.09, 0.08, -0.03, 0.10, 0.13, 0.09, 0.09, 0.11, -0.04, -0.01, -0.50, 0.12, -0.43, 0.09, 0.10, 0.08, 0.08, 0.07, 0.08, 0.12, 0.13, -0.03, -0.17, -0.08, 0.09, 0.12, 0.11, -0.06, 0.08, 0.08, -0.27, 0.13, 0.12, 0.13, -0.24, 0.08, -0.05, 0.12, -0.01, 0.08, 0.11, 0.09, 0.13, -0.14, 0.09, 0.10, 0.12, -0.48, 0.08, -0.45, 0.07, 0.10, -0.13, 0.06, 0.08, 0.08, 0.09, 0.10, -0.05, -0.03, 0.08, 0.09, 0.12, 0.55, 0.08, -0.44, 0.11, -0.47, 0.07, 0.09, 0.10, -0.02, -0.11, 0.09, -0.03, 0.05, 0.10, 0.07, 0.08, -0.05, 0.44, -0.02, 0.08, -0.60, -0.26, 0.08, 0.11, 0.17, 0.08, 0.12, -0.14, 0.10, -0.04, 0.08, 0.09, -0.15, 0.07, 0.07, -0.03, -0.02, -0.01, 0.08, 0.10, -0.01, -0.09, -0.18, 0.08, -0.43, 0.13], "de_lowest_kcal_mol": 187.3, "mol_weight_g_mol": 978.69, "total_charge": 1, "lumo_energy_ha": -0.322, "energy_ev": -83032.8304, "homo_ev": -9.75}